The following is a DFT calculation (ωB97M-V/def2-TZVPD) of a cluster of 5 separate species, C18H42Cl6N2 in total in a non-equilibrium geometry.

Geometry as XYZ:
```
68
C18H42Cl6N2, DFT ωB97M-V/def2-TZVPD
C 16.7370 40.8270 37.9090
C 17.1550 42.3170 38.0170
N 16.3460 43.2490 37.2160
C 16.4590 44.5630 37.6690
C 17.4880 45.0040 38.5260
C 16.7060 43.1320 35.7950
C 15.4560 43.4740 34.8790
H 16.8290 39.9850 38.6760
H 17.0880 40.4590 36.9730
H 15.5500 40.7310 37.8520
H 18.0930 42.3680 37.7240
H 16.9990 42.4920 39.0790
H 15.6940 44.5930 38.4920
H 15.9320 45.1700 36.9380
H 18.0260 44.2530 39.2440
H 17.2890 46.1350 38.8830
H 18.3620 45.2870 37.7950
H 17.6290 43.8580 35.6980
H 17.0660 42.1800 35.5180
H 15.8720 43.6020 33.7550
H 14.9090 44.3940 35.4570
H 14.7440 42.8520 35.0110
C 7.2290 43.9220 38.4230
C 8.1740 43.6600 37.2940
N 7.5290 43.0360 36.1590
C 8.0580 43.3000 34.8480
C 9.4370 43.5460 34.7020
C 7.4890 41.5810 36.3080
C 6.5010 40.7940 35.3730
H 6.6200 43.2430 38.8890
H 6.3630 44.5780 38.0640
H 7.7950 44.4580 39.2040
H 9.0560 43.1910 37.4560
H 8.6270 44.6430 36.9890
H 7.5500 44.1400 34.7530
H 7.6120 42.8260 34.0170
H 10.1880 43.6890 35.3830
H 9.4340 44.2570 34.0300
H 9.9040 42.7700 34.3240
H 7.1490 41.3180 37.1710
H 8.4050 41.1380 36.2810
H 6.9430 40.9580 34.3930
H 5.6570 41.2060 35.3000
H 6.3380 39.6060 35.4180
Cl 12.6110 41.6460 29.4730
C 13.3910 43.2710 29.1270
C 14.7810 43.0860 28.4840
Cl 14.7670 41.9040 27.1640
H 13.2820 43.9510 29.8920
H 12.5580 43.6560 28.3060
H 15.4410 42.7990 29.2100
H 15.1600 43.8980 27.8250
Cl 12.8320 40.2940 37.6900
C 12.2000 41.9690 37.3800
C 12.7140 42.9520 38.3930
Cl 12.0410 44.5620 38.1030
H 11.1730 41.7210 37.4330
H 12.4670 41.9920 36.3790
H 13.9780 42.9790 38.4510
H 12.6150 42.6320 39.5510
Cl 14.4340 41.1800 32.6640
C 12.8010 41.4760 33.3960
C 12.3450 40.3390 34.1350
Cl 10.6940 40.7210 34.7350
H 12.2450 41.5620 32.3680
H 12.7310 42.4830 33.8140
H 13.0050 40.3320 34.8680
H 12.3680 39.5500 33.5440
```

For the HOMO energy, the calculation gives -8.1535 eV. Its SMILES is CCN(CC)CC.CCN(CC)CC.ClCCCl.ClCCCl.ClCCCl. For the energy relative to the best compared isomer or geometry (same formula, charge and spin), the calculation gives 47.87 kcal/mol. For the max |F|, the calculation gives 8.947 eV/Å. The orbital gap is 8.6661 eV.

***

The following is a DFT calculation (ωB97M-V/def2-TZVPD) of a cluster of 18 separate species, C60H106Br2O51 in total in a non-equilibrium geometry.

Geometry as XYZ:
```
219
C60H106Br2O51, DFT ωB97M-V/def2-TZVPD
C 4.9366 -3.6055 4.4655
C 5.3767 -4.5044 3.3569
C 6.0572 -3.8377 2.1331
O 7.1961 -4.7065 2.0006
C 7.2908 -5.5985 3.0594
O 8.2569 -6.3558 3.1795
O 6.1964 -5.4843 3.8185
H 5.7898 -3.0296 4.8238
H 4.6593 -4.1676 5.3572
H 4.2262 -2.8243 4.1948
H 4.5287 -5.0471 2.9393
H 6.3793 -2.8190 2.3489
H 5.4184 -3.8314 1.2499
C -7.6837 -4.3003 2.3110
C -7.5365 -3.2600 1.1377
C -6.4977 -3.6045 0.0132
O -7.2397 -4.1193 -1.0764
C -8.5766 -3.9839 -0.7936
O -9.4776 -4.4649 -1.4772
O -8.7312 -3.3967 0.4143
H -7.7270 -5.3315 1.9603
H -8.6214 -4.1681 2.8509
H -6.8646 -4.2918 3.0300
H -7.5529 -2.2147 1.4463
H -5.8314 -4.3930 0.3632
H -5.9064 -2.7523 -0.3219
C 4.7624 4.1686 3.0715
C 6.1179 3.6807 3.5879
C 7.0788 4.6925 4.3199
O 7.2895 4.1457 5.5483
C 6.5477 3.0939 5.6914
O 6.5184 2.4865 6.7074
O 5.8458 2.8115 4.6369
H 4.2418 3.3359 2.5984
H 4.8012 5.1494 2.5977
H 4.0650 4.4343 3.8659
H 6.6890 3.0998 2.8636
H 6.5593 5.6291 4.5226
H 7.9807 4.9037 3.7454
C 6.9541 2.1682 -3.2188
C 6.3175 3.3009 -2.4299
C 5.0862 2.8568 -1.6761
O 5.1974 3.8555 -0.7770
C 6.4799 4.2170 -0.5215
O 6.9629 4.8228 0.4020
O 7.1783 3.7301 -1.4477
H 6.2519 1.8437 -3.9867
H 7.0690 1.3550 -2.5022
H 7.9062 2.4905 -3.6402
H 6.0585 4.0122 -3.2141
H 5.0651 1.8141 -1.3590
H 4.1950 3.0777 -2.2634
C -0.2019 -2.7177 5.3435
C -0.6695 -1.4210 6.0367
C 0.3611 -0.2715 5.9027
O -0.4238 0.9185 5.8522
C -1.6044 0.6245 5.5253
O -2.5385 1.4379 5.3689
O -1.7158 -0.7497 5.3787
H -0.0859 -2.6327 4.2631
H -0.8974 -3.5282 5.5612
H 0.6387 -3.1314 5.9007
H -1.0578 -1.6121 7.0371
H 0.8654 -0.4224 4.9482
H 1.0855 -0.2396 6.7165
C 0.5819 -6.4334 -0.0866
C 0.5856 -5.0034 0.3524
C 0.3137 -4.6626 1.8115
O 1.2956 -3.7119 2.2104
C 2.2489 -3.5939 1.2164
O 3.2802 -2.9343 1.2819
O 1.9152 -4.4417 0.2143
H -0.3240 -6.9998 0.1293
H 1.4196 -6.9426 0.3899
H 0.6715 -6.4049 -1.1726
H -0.0198 -4.3369 -0.2620
H 0.3464 -5.5884 2.3859
H -0.6892 -4.2379 1.8555
C -3.4432 5.9538 1.8773
C -2.7201 4.6480 1.6131
C -3.1675 3.5408 2.6148
O -3.5985 2.4805 1.7910
C -3.5962 2.9003 0.4964
O -4.1269 2.2553 -0.4582
O -3.0600 4.1428 0.3246
H -3.1232 6.5105 2.7581
H -4.5273 5.8920 1.9722
H -3.2411 6.6697 1.0806
H -1.6527 4.8234 1.7475
H -3.8887 3.9556 3.3190
H -2.3264 3.1095 3.1576
Br -0.5514 1.1961 1.7022
C 0.2942 -0.4559 1.1291
C -0.4064 -1.1476 -0.0960
Br -0.5799 0.3162 -1.4942
H 0.3501 -1.2031 1.9207
H 1.3080 -0.1682 0.8506
H -1.4170 -1.4856 0.1333
H 0.1736 -1.9662 -0.5221
C 1.2829 4.3813 0.2069
O 1.2409 5.8042 0.4083
C 0.7049 6.3542 1.5111
O 0.2549 5.8448 2.5736
O 0.8711 7.7179 1.3540
C 0.5898 8.5928 2.4267
H 1.8818 3.9755 -0.6083
H 0.2805 4.0347 -0.0446
H 1.6132 3.8193 1.0804
H -0.4796 8.7534 2.5633
H 0.8566 9.6161 2.1625
H 0.9394 8.2367 3.3957
C -3.2129 -4.9193 2.7856
O -4.0942 -3.7455 2.8872
C -3.5177 -2.5908 2.5715
O -2.3066 -2.3881 2.2967
O -4.5245 -1.6897 2.6097
C -4.2899 -0.3008 2.4058
H -2.3724 -4.8518 3.4762
H -2.7525 -5.1185 1.8179
H -3.7942 -5.8266 2.9498
H -5.1074 0.2497 1.9404
H -3.4213 -0.1040 1.7774
H -4.0393 0.1719 3.3554
C 0.0398 -4.9184 -3.8533
O 0.7510 -6.1722 -3.7907
C 0.8236 -6.9963 -4.8822
O 0.6599 -6.6508 -6.0713
O 1.2270 -8.2360 -4.5010
C 1.7116 -9.2171 -5.4196
H -0.1136 -4.5639 -2.8341
H -0.8917 -5.0394 -4.4064
H 0.6647 -4.1396 -4.2904
H 1.2598 -9.0311 -6.3939
H 1.4065 -10.2015 -5.0645
H 2.7912 -9.3655 -5.4466
C 3.6321 -0.2551 -8.0507
O 2.7390 0.3640 -7.1307
C 3.2100 0.6691 -5.9021
O 4.3602 0.4877 -5.4677
O 2.1767 1.2783 -5.1539
C 2.3317 1.5502 -3.8020
H 3.3235 -0.1135 -9.0865
H 3.8118 -1.3133 -7.8609
H 4.5813 0.2798 -8.0827
H 1.4151 1.5288 -3.2126
H 2.8817 2.4878 -3.7217
H 2.9411 0.7975 -3.3017
C -3.6637 -0.9314 -1.5296
O -3.7398 -2.2591 -1.1592
C -2.9775 -3.1875 -1.6418
O -1.8749 -3.0617 -2.2270
O -3.4813 -4.3205 -1.1243
C -2.7604 -5.5851 -1.2927
H -3.0595 -0.4140 -0.7844
H -4.6119 -0.3977 -1.5935
H -3.1520 -0.7919 -2.4819
H -2.3004 -6.0645 -0.4286
H -2.1797 -5.5525 -2.2146
H -3.4984 -6.3174 -1.6201
C -9.3553 1.9344 -5.6707
O -8.1514 1.7051 -4.9580
C -7.3315 2.8058 -4.5735
O -7.5680 3.9730 -4.8014
O -6.2273 2.2812 -4.0389
C -5.2510 3.1628 -3.5082
H -9.1705 1.8787 -6.7435
H -9.8664 2.8411 -5.3470
H -10.0426 1.1505 -5.3525
H -5.6903 3.5748 -2.5997
H -5.0474 3.9876 -4.1911
H -4.3368 2.5879 -3.3604
C -5.1391 -2.1471 -7.3099
O -3.8182 -2.3726 -6.6439
C -3.0474 -1.4148 -6.1021
O -3.3523 -0.2545 -5.9481
O -1.9131 -1.9727 -5.7283
C -0.8901 -1.2686 -5.1401
H -5.0544 -1.3692 -8.0686
H -5.9973 -1.9744 -6.6605
H -5.4496 -3.0340 -7.8623
H 0.0277 -1.8563 -5.1590
H -1.3946 -1.0101 -4.2091
H -0.6400 -0.3574 -5.6836
C -1.5059 4.0787 -3.6885
O -1.9449 5.0157 -4.6449
C -2.9250 5.9171 -4.3022
O -3.5116 5.9575 -3.2300
O -3.0852 6.7432 -5.3068
C -4.1043 7.7523 -5.1990
H -1.0570 4.3902 -2.7454
H -0.7826 3.3796 -4.1083
H -2.3591 3.5040 -3.3282
H -4.1178 8.1385 -4.1797
H -5.0645 7.4285 -5.6004
H -3.8138 8.5163 -5.9201
C 4.2945 0.0230 3.5685
O 5.1225 -0.3829 2.4693
C 4.7582 -0.1450 1.2380
O 3.8600 0.6605 0.8545
O 5.2930 -1.0841 0.4452
C 5.2609 -1.0288 -0.9040
H 3.5665 -0.7829 3.6612
H 3.7018 0.9264 3.4249
H 4.8695 0.1420 4.4869
H 5.6395 -0.0882 -1.3040
H 4.2660 -1.2292 -1.3016
H 5.8209 -1.8146 -1.4109
C 3.1778 1.7150 8.1108
O 3.0238 1.9000 6.6920
C 2.2369 2.8534 6.2714
O 1.9921 3.9015 6.8682
O 1.9050 2.6359 4.9917
C 1.1856 3.5886 4.2243
H 2.2902 1.1837 8.4544
H 3.4178 2.5511 8.7676
H 3.9707 0.9840 8.2695
H 0.1624 3.2373 4.0911
H 1.6847 3.6062 3.2555
H 1.0752 4.5965 4.6244
```

For the HOMO energy, the calculation gives -10.1884 eV. For the max |F|, the calculation gives 6.312 eV/Å. The orbital gap is 10.0322 eV.